(1)
Below is C5H9N5 as an isolated structure in a non-equilibrium geometry, with properties calculated with wB97M-V/def2-TZVPD.

XYZ file:
```
19
Properties=species:S:1:pos:R:3:mulliken_spin:R:1
C 3.113 0.239 -0.264 0.000
C 2.808 -1.184 -0.179 0.003
C 1.929 0.890 -0.019 0.032
C -2.741 -0.450 0.465 0.158
C -0.327 0.279 0.393 0.514
N 1.539 -1.330 0.237 0.034
N 1.010 -0.063 0.394 0.000
N -3.384 -0.789 -0.567 0.149
N -0.411 2.217 -0.021 1.198
N -1.423 -0.281 0.516 -0.036
H 4.132 0.741 -0.524 0.001
H 3.325 -2.129 -0.450 0.001
H 1.549 1.863 0.115 -0.010
H -3.174 -0.366 1.391 0.012
H -4.339 -1.267 -0.555 -0.003
H -2.908 -1.222 -1.349 -0.003
H -0.714 2.646 0.788 -0.030
H -1.028 2.333 -0.784 -0.023
H 1.044 -2.128 0.414 0.001
```

⟨S²⟩: 2.019
Frontier orbital gap (spin up / spin down): 6.397 / 8.128 eV
Spin multiplicity: 3
Total energy: -12757.4493 eV
Relative energy (zero: lowest compared OMol25 entry of this formula, charge and spin): 212.1 kJ/mol
Total charge: +2
Highest occupied orbital energy (spin up / spin down): -14.85 / -18.66 eV

(2)
Below is one molecule with the formula C5H9N5S in a non-equilibrium geometry, with properties calculated with wB97M-V/def2-TZVPD.

XYZ file:
```
20
Properties=species:S:1:pos:R:3:lowdin_charge:R:1
C 2.544 0.715 -0.076 -0.423
C -0.474 -0.356 -0.079 -0.421
C 2.185 2.094 -0.455 -0.012
C -2.369 -1.114 -1.322 -0.012
C -2.611 -0.512 1.142 -0.073
N 3.726 0.139 -0.332 0.065
N 1.851 -0.112 0.718 -0.429
N 3.677 -1.037 0.318 -0.058
N 2.569 -1.217 0.888 -0.021
N -1.680 -0.644 0.020 -0.336
S 0.300 0.085 1.351 0.995
H 2.061 2.651 0.489 0.098
H 2.944 2.401 -1.019 0.031
H 1.218 2.070 -0.961 0.081
H -1.429 -1.306 -1.871 0.071
H -3.162 -1.910 -1.137 0.096
H -2.834 -0.237 -1.842 0.088
H -2.067 -1.019 1.926 0.064
H -3.023 0.497 1.432 0.116
H -3.426 -1.187 0.809 0.081
```

Frontier orbital gap: 9.320 eV
Spin multiplicity: 1
Total energy: -23612.4028 eV
Relative energy (zero: lowest compared OMol25 entry of this formula, charge and spin): 302.1 kJ/mol
Total charge: 0
Highest occupied orbital energy: -8.93 eV

(3)
Below is C5H9N6O as an isolated structure in a non-equilibrium geometry, with properties calculated with wB97M-V/def2-TZVPD.

XYZ file:
```
21
Properties=species:S:1:pos:R:3:lowdin_charge:R:1
C -1.609 0.817 -1.576 -0.193
C -0.226 -1.854 1.024 -0.044
C -1.146 1.114 0.724 -0.225
C 0.552 0.228 0.649 -0.277
C 0.372 -0.435 -0.734 -0.499
N -0.590 0.079 -1.702 0.112
N -2.005 1.460 -0.418 0.112
N 0.305 -0.818 1.545 0.134
N -0.260 -1.695 -0.272 0.173
N 1.745 0.964 0.939 0.128
N 1.643 -0.656 -1.286 0.136
O -1.406 1.466 1.847 0.081
H -2.258 0.866 -2.486 0.148
H -0.476 -2.712 1.731 0.209
H -2.794 2.130 -0.146 0.196
H 0.364 -0.747 2.508 0.155
H -0.433 -2.384 -1.035 0.199
H 2.154 1.547 0.129 0.148
H 2.010 1.373 1.825 0.111
H 1.821 -0.892 -2.256 0.111
H 2.236 0.148 -1.012 0.085
```

Frontier orbital gap: 9.293 eV
Spin multiplicity: 1
Total energy: -16310.7864 eV
Relative energy (zero: lowest compared OMol25 entry of this formula, charge and spin): 109.0 kJ/mol
Total charge: +1
Highest occupied orbital energy: -12.84 eV

(4)
Below is a 2-piece molecular cluster, C5H9NO overall in a non-equilibrium geometry, with properties calculated with wB97M-V/def2-TZVPD.

XYZ file:
```
16
Properties=species:S:1:pos:R:3:mulliken_spin:R:1
C -1.797 -0.028 1.173 -0.126
C -1.234 -1.154 0.624 0.619
N -0.423 -0.753 -0.410 0.166
C -0.425 0.601 -0.510 -0.207
C -1.291 1.079 0.473 0.078
C 0.530 1.355 -1.365 0.671
H -2.547 -0.048 1.940 -0.038
H -1.269 -2.194 0.899 -0.167
H 0.336 -1.323 -0.750 -0.157
H -1.639 2.070 0.720 -0.023
H 0.800 2.281 -0.846 -0.150
H 1.525 0.923 -1.408 -0.136
H 0.108 1.389 -2.374 -0.064
H 2.154 -1.705 1.265 -0.229
H 2.948 -0.909 0.269 -0.286
O 2.224 -1.582 0.299 1.050
```

⟨S²⟩: 0.750
Frontier orbital gap (spin up / spin down): 3.175 / 8.404 eV
Spin multiplicity: 2
Total energy: -8867.1977 eV
Relative energy (zero: lowest compared OMol25 entry of this formula, charge and spin): 0.0 kJ/mol
Total charge: -1
Highest occupied orbital energy (spin up / spin down): 0.92 / -4.54 eV

(5)
Below is one molecule with the formula C5H9NO in a non-equilibrium geometry, with properties calculated with wB97M-V/def2-TZVPD.

XYZ file:
```
16
Properties=species:S:1:pos:R:3:lowdin_charge:R:1
C -0.759 -1.000 -0.239 -0.159
N 0.468 -0.511 -0.908 -0.088
C 0.227 0.464 -1.906 -0.317
O -0.270 0.174 -2.954 0.070
C 1.240 0.019 0.236 -0.194
C 0.237 0.761 1.100 -0.185
C -1.005 -0.101 1.023 -0.154
H -0.556 -2.031 0.105 0.112
H -1.610 -1.260 -0.859 0.115
H 0.609 1.467 -1.650 0.134
H 2.147 0.515 -0.085 0.115
H 1.622 -0.871 0.760 0.125
H 0.039 1.727 0.618 0.107
H 0.669 0.921 2.089 0.111
H -1.164 -0.760 1.872 0.105
H -1.894 0.486 0.796 0.104
```

Frontier orbital gap: 10.501 eV
Spin multiplicity: 1
Total energy: -8867.8953 eV
SMILES: O=CN1CCCC1
Relative energy (zero: lowest compared OMol25 entry of this formula, charge and spin): 127.1 kJ/mol
Total charge: 0
Highest occupied orbital energy: -9.54 eV

(6)
Below is one molecule with the formula C5H9NO in a non-equilibrium geometry, with properties calculated with wB97M-V/def2-TZVPD.

XYZ file:
```
16
Properties=species:S:1:pos:R:3:lowdin_charge:R:1
C -0.379 -0.634 0.134 -0.077
C -2.642 0.395 -0.059 -0.012
C 2.113 0.579 0.143 -0.059
C -1.021 0.657 -0.125 -0.418
C 1.249 -0.637 -0.050 -0.358
N 1.750 -1.784 -0.357 0.099
O -0.567 1.769 -0.259 0.083
H 2.777 -1.755 -0.401 0.047
H -0.564 -0.950 1.162 0.133
H -0.700 -1.376 -0.603 0.121
H -3.027 0.983 0.776 0.071
H -3.053 0.741 -1.009 0.070
H -2.923 -0.650 0.081 0.060
H 1.852 1.076 1.081 0.083
H 3.174 0.309 0.171 0.074
H 1.962 1.278 -0.684 0.081
```

Frontier orbital gap: 10.431 eV
Spin multiplicity: 1
Total energy: -8867.5937 eV
SMILES: [H]/N=C(\C)CC(C)=O
Relative energy (zero: lowest compared OMol25 entry of this formula, charge and spin): 156.2 kJ/mol
Total charge: 0
Highest occupied orbital energy: -9.58 eV

(7)
Below is one molecule with the formula C5H9NO in a non-equilibrium geometry, with properties calculated with wB97M-V/def2-TZVPD.

XYZ file:
```
16
Properties=species:S:1:pos:R:3:lowdin_charge:R:1
C 0.989 -1.050 0.908 -0.040
C 0.320 0.318 0.925 -0.415
O 1.246 1.373 0.757 -0.036
C -0.844 0.481 -0.100 -0.295
C -0.400 0.750 -1.552 -0.041
C -1.728 -0.692 -0.046 -0.209
N -2.377 -1.649 -0.013 0.158
H 0.272 -1.842 1.144 0.078
H 1.787 -1.076 1.656 0.087
H 1.427 -1.276 -0.072 0.090
H -0.110 0.484 1.918 0.148
H 1.856 1.126 0.049 0.088
H -1.427 1.340 0.249 0.145
H -1.099 1.433 -2.041 0.085
H -0.346 -0.162 -2.149 0.086
H 0.576 1.240 -1.567 0.071
```

Frontier orbital gap: 11.470 eV
Spin multiplicity: 1
Total energy: -8868.1361 eV
SMILES: C[C@@H](O)[C@@H](C)C#N
Relative energy (zero: lowest compared OMol25 entry of this formula, charge and spin): 103.9 kJ/mol
Total charge: 0
Highest occupied orbital energy: -10.76 eV

(8)
Below is one molecule with the formula C5H9NO in a non-equilibrium geometry, with properties calculated with wB97M-V/def2-TZVPD.

XYZ file:
```
16
Properties=species:S:1:pos:R:3:lowdin_charge:R:1
C -1.320 -0.490 -0.826 -0.042
C -0.734 -0.206 0.553 -0.419
O -0.510 -1.406 1.275 -0.033
C 0.640 0.499 0.521 -0.317
C 1.638 -0.090 -0.482 -0.053
C 0.461 1.941 0.296 -0.198
N 0.311 3.076 0.129 0.153
H -1.363 0.416 -1.441 0.090
H -2.339 -0.881 -0.732 0.082
H -0.719 -1.244 -1.343 0.083
H -1.421 0.447 1.111 0.145
H -1.360 -1.732 1.590 0.099
H 1.044 0.382 1.533 0.150
H 2.630 0.345 -0.331 0.086
H 1.335 0.115 -1.514 0.085
H 1.706 -1.173 -0.340 0.088
```

Frontier orbital gap: 11.546 eV
Spin multiplicity: 1
Total energy: -8868.2501 eV
SMILES: C[C@@H](O)[C@@H](C)C#N
Relative energy (zero: lowest compared OMol25 entry of this formula, charge and spin): 92.9 kJ/mol
Total charge: 0
Highest occupied orbital energy: -10.90 eV

(9)
Below is one molecule with the formula C5H9NO in a non-equilibrium geometry, with properties calculated with wB97M-V/def2-TZVPD.

XYZ file:
```
16
Properties=species:S:1:pos:R:3:lowdin_charge:R:1
O -0.030 -2.025 0.413 0.073
C -0.750 -1.131 0.767 -0.227
C -0.313 0.333 0.790 -0.388
C 0.770 0.553 -0.276 -0.181
C 0.318 0.205 -1.661 -0.189
C -0.098 1.095 -2.552 0.005
N 0.114 0.583 2.150 0.052
H -1.735 -1.413 1.191 0.127
H -1.178 0.926 0.457 0.139
H 0.945 1.625 -0.273 0.105
H 1.709 0.134 0.080 0.121
H 0.232 -0.851 -1.909 0.098
H -0.254 0.777 -3.576 0.053
H -0.231 2.139 -2.272 0.061
H 0.158 1.548 2.451 0.080
H -0.493 0.104 2.804 0.071
```

Frontier orbital gap: 10.456 eV
Spin multiplicity: 1
Total energy: -8867.0814 eV
SMILES: C=CC[C@H](N)C=O
Relative energy (zero: lowest compared OMol25 entry of this formula, charge and spin): 205.6 kJ/mol
Total charge: 0
Highest occupied orbital energy: -9.64 eV

(10)
Below is a 2-piece molecular cluster, C5H9NO overall in a non-equilibrium geometry, with properties calculated with wB97M-V/def2-TZVPD.

XYZ file:
```
16
Properties=species:S:1:pos:R:3:lowdin_charge:R:1
C 1.315 -0.419 0.594 -0.192
C 1.583 0.999 1.059 -0.064
O 0.349 -0.490 -0.498 -0.185
H 0.373 0.177 -1.421 0.145
H 0.899 -1.042 1.386 0.126
H 2.214 -0.899 0.208 0.126
H 2.327 0.977 1.857 0.084
H 0.685 1.469 1.458 0.075
H 1.971 1.614 0.247 0.086
C -1.149 -0.259 -0.149 -0.226
C -1.914 -1.351 -0.146 0.041
C -1.030 0.800 -1.983 -0.265
N -1.761 1.338 -2.700 -0.010
H -1.289 0.599 0.490 0.112
H -2.840 -1.332 0.409 0.069
H -1.735 -2.182 -0.811 0.076
```

Frontier orbital gap: 9.490 eV
Spin multiplicity: 1
Total energy: -8863.7234 eV
Relative energy (zero: lowest compared OMol25 entry of this formula, charge and spin): 529.6 kJ/mol
Total charge: 0
Highest occupied orbital energy: -9.03 eV

(11)
Below is one molecule with the formula C5H9NO, with properties calculated with wB97M-V/def2-TZVPD.

XYZ file:
```
16
Properties=species:S:1:pos:R:3:lowdin_charge:R:1
C 0.587 -0.067 -1.692 -0.063
C 0.096 0.788 -0.540 -0.317
N -1.358 0.846 -0.343 0.124
C -1.313 0.531 0.993 -0.468
O -2.157 0.502 1.854 0.079
C 0.195 0.239 0.917 -0.206
C 0.568 -1.227 1.123 -0.053
H 0.171 -1.078 -1.650 0.080
H 1.681 -0.136 -1.663 0.083
H 0.304 0.381 -2.651 0.076
H 0.536 1.792 -0.616 0.137
H -2.071 1.356 -0.845 0.145
H 0.781 0.894 1.569 0.143
H -0.271 -1.887 0.879 0.089
H 0.835 -1.413 2.166 0.080
H 1.416 -1.521 0.497 0.072
```

Frontier orbital gap: 10.512 eV
Spin multiplicity: 1
Total energy: -8868.4670 eV
SMILES: C[C@@H]1C(=O)N[C@@H]1C
Relative energy (zero: lowest compared OMol25 entry of this formula, charge and spin): 71.9 kJ/mol
Total charge: 0
Highest occupied orbital energy: -9.60 eV

(12)
Below is one molecule with the formula C5H9NO, with properties calculated with wB97M-V/def2-TZVPD.

XYZ file:
```
16
Properties=species:S:1:pos:R:3:lowdin_charge:R:1
C -1.002 1.697 -0.252 0.075
C -0.298 -1.006 1.663 -0.008
C -0.696 -0.015 -0.830 -0.558
C -0.156 -0.197 0.435 -0.128
N 1.750 -1.021 -0.822 0.074
C 0.917 0.100 -0.565 -0.223
O -1.483 -0.471 -1.664 -0.022
H 1.320 -1.715 -1.421 0.093
H 2.675 -0.793 -1.153 0.078
H 1.395 1.069 -0.641 0.124
H -0.993 2.124 -1.251 0.080
H -2.009 1.629 0.147 0.074
H -0.330 2.230 0.415 0.066
H -1.088 -0.565 2.280 0.094
H 0.626 -1.046 2.239 0.083
H -0.629 -2.020 1.419 0.097
```

Frontier orbital gap: 7.878 eV
Spin multiplicity: 1
Total energy: -8863.7626 eV
Relative energy (zero: lowest compared OMol25 entry of this formula, charge and spin): 525.8 kJ/mol
Total charge: 0
Highest occupied orbital energy: -7.79 eV

(13)
Below is one molecule with the formula C5H9NO, with properties calculated with wB97M-V/def2-TZVPD.

XYZ file:
```
16
Properties=species:S:1:pos:R:3:lowdin_charge:R:1
C 1.491 -1.183 0.128 -0.054
C 0.386 -0.412 0.831 -0.296
N 0.704 1.005 1.066 0.119
C -0.404 1.494 0.435 -0.485
O -0.755 2.604 0.116 0.079
C -0.959 0.092 0.170 -0.196
C -1.408 0.002 -1.288 -0.051
H 1.688 -0.826 -0.886 0.076
H 1.273 -2.255 0.096 0.078
H 2.416 -1.061 0.711 0.078
H 0.173 -0.918 1.781 0.130
H 1.600 1.453 1.197 0.146
H -1.805 -0.160 0.818 0.141
H -2.022 0.898 -1.463 0.084
H -2.033 -0.869 -1.501 0.072
H -0.591 0.037 -2.018 0.081
```

Frontier orbital gap: 10.563 eV
Spin multiplicity: 1
Total energy: -8868.2866 eV
SMILES: C[C@@H]1C(=O)N[C@@H]1C
Relative energy (zero: lowest compared OMol25 entry of this formula, charge and spin): 89.3 kJ/mol
Total charge: 0
Highest occupied orbital energy: -9.65 eV

(14)
Below is one molecule with the formula C5H9NO, with properties calculated with wB97M-V/def2-TZVPD.

XYZ file:
```
16
Properties=species:S:1:pos:R:3:lowdin_charge:R:1
N 0.845 0.714 0.904 0.095
C 1.605 0.173 -0.095 -0.517
C 0.963 -1.130 -0.540 -0.088
C -0.354 -1.183 0.241 -0.140
C -0.557 0.291 0.680 -0.358
C -1.360 1.069 -0.362 -0.053
O 2.557 0.732 -0.587 0.064
H 1.123 1.674 1.110 0.151
H 0.828 -1.057 -1.623 0.122
H 1.622 -1.977 -0.339 0.121
H -0.246 -1.802 1.133 0.111
H -1.174 -1.603 -0.358 0.115
H -2.367 0.644 -0.262 0.081
H -1.056 0.384 1.643 0.130
H -1.407 2.143 -0.145 0.078
H -1.022 0.927 -1.400 0.088
```

Frontier orbital gap: 10.392 eV
Spin multiplicity: 1
Total energy: -8869.0658 eV
SMILES: C[C@H]1CCC(=O)N1
Relative energy (zero: lowest compared OMol25 entry of this formula, charge and spin): 14.2 kJ/mol
Total charge: 0
Highest occupied orbital energy: -9.43 eV

(15)
Below is one molecule with the formula C5H9NO in a non-equilibrium geometry, with properties calculated with wB97M-V/def2-TZVPD.

XYZ file:
```
16
Properties=species:S:1:pos:R:3:lowdin_charge:R:1
C 0.020 1.893 0.363 -0.027
C 0.580 -1.838 0.375 -0.030
C -0.459 0.483 0.255 -0.453
C 0.442 -0.548 -0.388 -0.270
C -0.807 -0.110 -1.103 -0.200
O -1.325 0.077 1.331 0.023
N 0.302 -0.774 -1.831 0.093
H -0.823 -0.079 2.149 0.109
H 0.862 -0.085 -2.335 0.087
H -1.103 0.712 -1.742 0.139
H 0.574 2.207 -0.528 0.090
H 0.681 2.003 1.229 0.083
H -0.827 2.574 0.490 0.088
H 1.246 -2.534 -0.147 0.083
H -0.384 -2.336 0.522 0.102
H 1.022 -1.645 1.359 0.081
```

Frontier orbital gap (spin up / spin down): 6.466 / 6.796 eV
Spin multiplicity: 1
Total energy: -8861.1895 eV
SMILES: C[C@]12N[C@@H]1[C@@]2(C)O
Relative energy (zero: lowest compared OMol25 entry of this formula, charge and spin): 774.1 kJ/mol
Total charge: 0
Highest occupied orbital energy (spin up / spin down): -6.69 / -6.99 eV